[1]
{
  "formula": "C29H31IN5O14S2",
  "method": "ωB97M-V/def2-TZVPD",
  "e_lumo_ev": 0.89,
  "molar_mass_g_mol": 864.63,
  "charge": -1,
  "total_energy_ha": -3544.44758,
  "e_homo_ev": -6.561,
  "species": ["C", "C", "O", "C", "C", "O", "C", "S", "O", "O", "N", "S", "O", "O", "I", "H", "H", "H", "H", "H", "H", "H", "H", "H", "H", "H", "C", "C", "C", "C", "C", "C", "N", "O", "O", "H", "H", "H", "H", "H", "C", "C", "C", "C", "C", "C", "N", "O", "O", "H", "H", "H", "H", "H", "C", "C", "C", "C", "C", "C", "N", "O", "O", "H", "H", "H", "H", "H", "C", "C", "C", "C", "C", "C", "N", "O", "O", "H", "H", "H", "H", "H"],
  "xyz": [[3.518, -0.414, 1.463], [3.238, 1.032, 1.883], [2.913, 1.861, 0.777], [1.531, 2.033, 0.577], [0.826, 2.887, 1.617], [-0.573, 2.612, 1.495], [-1.233, 2.324, 2.689], [-0.885, 0.717, 3.492], [-2.161, 0.186, 3.871], [-0.039, 1.014, 4.615], [-0.049, -0.284, 2.542], [-0.876, -0.845, 1.303], [-0.005, -1.338, 0.285], [-1.816, 0.112, 0.772], [-2.115, -2.788, 2.089], [3.544, -0.527, 0.393], [4.434, -0.725, 1.942], [2.745, -1.038, 1.894], [4.135, 1.446, 2.332], [2.490, 1.020, 2.666], [1.433, 2.574, -0.360], [1.013, 1.098, 0.428], [1.036, 3.937, 1.443], [1.137, 2.662, 2.631], [-1.036, 3.114, 3.405], [-2.287, 2.332, 2.465], [5.756, -2.428, 6.999], [6.993, -2.937, 6.625], [7.461, -2.746, 5.336], [6.681, -2.040, 4.440], [5.445, -1.532, 4.794], [4.982, -1.730, 6.084], [7.179, -1.813, 3.074], [8.259, -2.288, 2.775], [6.473, -1.161, 2.335], [5.395, -2.576, 8.008], [7.594, -3.483, 7.339], [8.421, -3.141, 5.041], [4.843, -0.988, 4.081], [4.017, -1.337, 6.373], [-3.069, 0.948, -2.136], [-1.763, 0.515, -2.316], [-1.176, 0.575, -3.569], [-1.906, 1.074, -4.632], [-3.212, 1.503, -4.474], [-3.792, 1.438, -3.218], [-1.279, 1.159, -5.956], [-0.135, 0.757, -6.073], [-1.933, 1.630, -6.869], [-3.503, 0.903, -1.157], [-1.206, 0.139, -1.473], [-0.160, 0.236, -3.706], [-3.773, 1.887, -5.313], [-4.809, 1.777, -3.085], [1.498, 0.230, -4.700], [2.146, -0.876, -5.236], [3.035, -1.603, -4.463], [3.261, -1.211, -3.157], [2.630, -0.109, -2.609], [1.744, 0.614, -3.390], [4.181, -1.991, -2.314], [4.738, -2.955, -2.808], [4.309, -1.619, -1.168], [0.797, 0.793, -5.304], [1.953, -1.174, -6.258], [3.539, -2.464, -4.876], [2.817, 0.188, -1.586], [1.241, 1.475, -2.973], [-9.743, -1.152, -1.375], [-8.476, -1.582, -1.009], [-7.438, -0.671, -0.904], [-7.690, 0.661, -1.167], [-8.944, 1.106, -1.540], [-9.976, 0.190, -1.644], [-6.593, 1.631, -1.035], [-5.503, 1.194, -0.728], [-6.841, 2.804, -1.243], [-10.554, -1.865, -1.451], [-8.296, -2.627, -0.801], [-6.450, -1.002, -0.619], [-9.121, 2.151, -1.745], [-10.963, 0.522, -1.932]]
}

=====

[2]
{
  "formula": "C29H31INO2PRuTe",
  "method": "ωB97M-V/def2-TZVPD",
  "e_lumo_ev": [-12.78, -14.70],
  "molar_mass_g_mol": 812.12,
  "charge": 4,
  "multiplicity": 5,
  "s_squared": 6.075,
  "total_energy_ha": -2329.22527,
  "e_homo_ev": [-19.042, -19.622],
  "species": ["Ru", "I", "C", "C", "C", "C", "C", "C", "C", "C", "C", "P", "C", "C", "C", "C", "C", "C", "C", "C", "C", "C", "C", "C", "C", "H", "H", "H", "H", "H", "H", "H", "H", "H", "H", "H", "H", "H", "H", "H", "H", "O", "C", "O", "C", "N", "C", "C", "C", "H", "H", "H", "H", "H", "H", "H", "H", "H", "C", "Te", "C", "H", "H", "H", "H", "H", "H"],
  "xyz": [[0.099, 0.258, -1.418], [2.334, -1.403, -2.195], [2.858, -2.793, -0.620], [3.590, -3.952, -1.058], [3.997, -4.925, -0.194], [3.924, -4.517, 1.177], [3.288, -3.298, 1.627], [3.278, -2.937, 3.043], [2.546, -1.923, 3.501], [1.716, -1.312, 2.660], [1.702, -1.483, 1.352], [0.131, -1.087, 0.478], [-0.844, -2.747, 0.393], [-0.995, -3.401, -0.820], [-1.624, -4.675, -0.859], [-1.884, -5.367, 0.305], [-1.598, -4.728, 1.509], [-1.078, -3.456, 1.612], [-0.748, 0.298, 1.135], [-2.072, 0.181, 1.546], [-2.646, 1.263, 2.226], [-1.804, 2.367, 2.621], [-0.488, 2.396, 2.260], [0.033, 1.438, 1.420], [2.574, -2.493, 0.766], [3.964, -3.982, -2.101], [4.377, -5.936, -0.433], [4.427, -5.125, 1.902], [3.948, -3.612, 3.580], [2.551, -1.646, 4.525], [1.096, -0.685, 3.179], [-0.867, -2.893, -1.779], [-1.751, -5.123, -1.865], [-2.443, -6.412, 0.230], [-1.847, -5.208, 2.401], [-0.929, -3.088, 2.581], [-2.712, -0.628, 1.211], [-3.634, 1.282, 2.627], [-2.161, 3.117, 3.224], [0.129, 3.244, 2.528], [1.046, 1.515, 1.131], [-0.383, 2.125, -2.205], [0.546, 2.841, -1.682], [1.391, 2.379, -0.948], [0.436, 4.265, -2.083], [1.762, 4.908, -2.141], [1.514, 6.398, -1.687], [-0.097, 6.533, -1.598], [-0.515, 5.145, -1.165], [-0.038, 4.477, -3.055], [2.239, 5.003, -3.008], [2.497, 4.563, -1.447], [1.974, 7.001, -2.489], [2.160, 6.537, -0.846], [-0.478, 6.827, -2.575], [-0.266, 7.355, -0.886], [-1.561, 4.885, -1.402], [-0.408, 4.933, -0.137], [-3.824, -1.770, -1.678], [-2.378, -0.455, -2.584], [-3.385, 1.207, -1.817], [-4.777, -1.396, -1.975], [-3.644, -1.831, -0.576], [-3.525, -2.766, -1.994], [-2.886, 2.019, -2.336], [-3.449, 1.232, -0.788], [-4.387, 1.060, -2.306]]
}